Record 1
26
Properties=species:S:1:pos:R:3:forces:R:3:nbo_charge:R:1 method="wB97M-V/def2-TZVPD" e_homo_ev="-12.01 / -12.01" smiles="CC(C)=[NH+]C1=C(/C=C/Cl)OCC(=O)N1" lumo_energy_ev="-5.2 / -5.2" total_charge=+1 gap_ev="6.9 / 6.9" e_above_lowest_ev=1.661
Cl -3.752 1.694 0.296 1.5 -0.8 -0.1 0.053
O -0.151 -1.120 2.446 -1.3 1.4 0.3 -0.448
O 3.296 -1.021 2.863 0.3 0.1 0.1 -0.518
N 2.006 -0.374 1.127 2.3 1.5 -2.3 -0.622
N 0.829 0.399 -0.712 -2.0 -0.5 -0.5 -0.439
C 0.752 -0.149 0.544 0.2 -1.5 1.6 0.181
C 0.018 0.445 -1.734 0.7 -0.1 -0.5 0.512
C 0.193 1.553 -2.695 -0.4 0.7 2.6 -0.697
C -1.679 0.041 1.123 -0.9 1.5 -1.4 -0.294
C -1.140 -0.431 -1.986 -0.7 1.7 -0.4 -0.708
C -2.092 1.045 0.283 0.1 0.4 1.4 -0.166
C -0.321 -0.400 1.324 0.2 -0.3 -0.8 0.302
C 2.240 -1.010 2.295 -0.1 -0.9 0.6 0.636
C 1.044 -1.821 2.705 -0.4 -1.6 -3.3 -0.147
H -1.337 -0.945 -1.118 -0.6 -1.8 1.6 0.249
H 1.615 0.963 -0.779 1.8 1.7 -0.5 0.413
H -0.629 1.444 -3.272 -2.5 0.1 -2.3 0.245
H -1.402 1.719 -0.327 -1.1 -1.2 1.0 0.203
H -1.001 -1.099 -2.842 0.1 0.4 0.0 0.295
H -2.054 0.241 -2.124 1.1 -0.9 -0.2 0.279
H 1.035 -2.003 3.741 0.2 -0.8 1.1 0.247
H 0.963 -2.756 1.949 0.7 1.5 2.2 0.206
H 0.062 2.515 -2.167 0.4 -0.3 -0.2 0.258
H -2.348 -0.520 1.750 -0.6 0.2 0.1 0.266
H 2.864 0.021 0.650 -1.3 -0.7 1.0 0.422
H 0.990 1.568 -3.342 2.4 -0.1 -1.1 0.273

***

Record 2
16
Properties=species:S:1:pos:R:3:forces:R:3:nbo_charge:R:1 method="wB97M-V/def2-TZVPD" e_homo_ev=-8.82 smiles="CC1=CCN=C1NO" lumo_energy_ev=0.7 total_charge=0 gap_ev=9.6 e_above_lowest_ev=5.072
O 2.369 -0.559 0.313 2.3 2.0 3.9 -0.538
N 1.313 -1.003 -0.293 -7.2 -5.7 -1.0 -0.351
N -1.049 -1.390 -0.004 1.6 3.1 0.0 -0.451
C -0.352 0.961 0.017 1.5 -2.3 0.2 -0.099
C -1.695 0.944 -0.035 0.8 -0.9 0.3 -0.152
C -2.198 -0.509 0.050 -0.7 0.5 1.9 -0.289
C -0.095 -0.489 -0.064 3.4 -2.4 0.4 0.357
C 0.902 1.893 -0.017 0.0 1.8 -1.9 -0.662
H 1.207 -2.050 0.046 0.1 2.5 -1.3 0.343
H 1.710 2.152 0.904 -2.9 -1.1 -2.3 0.266
H 2.871 -0.304 -0.413 2.2 1.0 -1.5 0.464
H 0.396 2.874 -0.471 1.7 -1.6 1.2 0.224
H -2.709 -0.527 1.073 0.8 -0.2 -0.8 0.224
H -2.974 -0.968 -0.536 -0.4 0.7 -1.0 0.235
H 1.559 1.443 -0.907 -1.4 1.2 2.0 0.223
H -2.231 1.806 0.164 -1.6 1.5 0.0 0.207

***

no.,strongest force on any atom (Eh/bohr)
1,0.0705
2,0.1805